[1]
7
Properties=species:S:1:pos:R:3 method="wB97M-V/def2-TZVPD" largest_force_ha_per_bohr=0.0809 e_lumo_ev="-0.6 / -1.1" relative_energy_kcal_mol=62.4 homo_energy_ev="-8.88 / -8.84" charge=0
C -1.23011 -0.67094 1.11863
C 0.91119 0.55714 0.83711
O -1.48631 -1.44218 2.00152
F 1.31456 1.04796 1.96905
F 0.27059 1.50331 0.21709
Br -2.29060 -0.09840 -0.31115
Br 2.06265 -0.43326 -0.15475

[2]
13
Properties=species:S:1:pos:R:3 method="wB97M-V/def2-TZVPD" largest_force_ha_per_bohr=0.0391 e_lumo_ev=1.0 relative_energy_kcal_mol=139.5 smiles="[H]/N=C/N1C=C1OC" homo_energy_ev=-8.26 charge=0
C -2.30667 0.02537 -0.15664
O -1.10271 -0.72875 0.03964
C -0.03929 0.01495 -0.23361
C 0.45958 1.11528 -0.59282
N 1.51527 0.15805 -0.77722
C 2.17793 -0.38055 0.29047
N 1.45283 -1.06461 1.07929
H -2.28254 0.92342 0.46801
H -3.13749 -0.62208 0.12436
H -2.39621 0.31295 -1.20428
H 0.39778 2.06428 -1.07332
H 3.25780 -0.28404 0.26600
H 2.00373 -1.53427 1.77011

[3]
12
Properties=species:S:1:pos:R:3 method="wB97M-V/def2-TZVPD" largest_force_ha_per_bohr=0.0962 e_lumo_ev=0.7 relative_energy_kcal_mol=53.5 smiles="O=CN1NCOC1=O" homo_energy_ev=-9.58 charge=0
C 0.87905 -1.18732 -0.82322
C -0.42702 0.26498 -2.47216
C 0.63155 0.04439 0.98695
N -0.54379 0.37713 0.06319
N -0.21242 -0.39356 -1.04064
O 1.40167 -1.89614 -1.62055
O -0.95089 1.29780 -2.56446
O 1.20001 -1.12434 0.47967
H -0.13311 -0.58599 -3.18670
H 1.25762 0.93509 0.79100
H 0.12616 -0.06927 1.90084
H -1.39176 0.07818 0.31787

[4]
16
Properties=species:S:1:pos:R:3 method="wB97M-V/def2-TZVPD" largest_force_ha_per_bohr=0.0111 e_lumo_ev=0.9 relative_energy_kcal_mol=66.8 smiles="C[C@]1(CN)CC1=O" homo_energy_ev=-8.48 charge=0
C 1.64836 0.99496 0.18295
C 0.39180 0.17862 0.06446
C 0.34657 -1.25362 0.65361
C -1.01955 0.75300 0.09534
N -1.82239 -0.27906 -0.55888
C 0.25373 -0.99470 -0.82874
O 0.45062 -1.45181 -1.92139
H 2.50815 0.36025 -0.05478
H 1.79192 1.36628 1.20318
H 1.66105 1.84173 -0.50998
H 1.29651 -1.72037 0.90155
H -2.17891 -1.00686 0.03741
H -0.41808 -1.43825 1.41150
H -1.38018 0.98531 1.10866
H -1.07053 1.67132 -0.49620
H -2.45905 -0.00680 -1.28869

[5]
51
Properties=species:S:1:pos:R:3 method="wB97M-V/def2-TZVPD" largest_force_ha_per_bohr=0.0118 e_lumo_ev=0.6 relative_energy_kcal_mol=33.9 smiles="CCOc1ccc(N2C[C@@H](C(=O)NCc3ccc(C)n3C)CC2=O)cc1" homo_energy_ev=-7.95 charge=0
C -6.75899 2.53521 3.53116
C -5.42454 2.96677 2.94348
O -4.65959 1.79998 2.71332
C -3.41734 1.92390 2.17601
C -2.71899 0.73468 1.96769
C -1.45148 0.74142 1.42719
C -0.83630 1.94362 1.07566
C -1.53160 3.12936 1.28840
C -2.80497 3.12267 1.82765
H -3.30566 4.06654 1.97273
H -1.07953 4.06906 1.02139
N 0.46405 1.94766 0.53685
C 1.04835 2.97455 -0.13750
O 0.54371 4.03348 -0.43252
C 2.47103 2.57107 -0.49596
H 3.16011 3.33111 -0.12846
C 2.70099 1.20515 0.15318
C 3.29659 0.17332 -0.80126
O 4.32807 -0.41863 -0.55135
N 2.59128 -0.01448 -1.93143
H 1.69695 0.43763 -2.04131
C 2.92017 -1.04122 -2.91273
C 2.06901 -2.25494 -2.73933
C 0.81611 -2.49004 -3.25269
C 0.39856 -3.74539 -2.78040
C 1.40390 -4.23835 -1.98620
N 2.41251 -3.32030 -1.95184
C 3.65558 -3.49364 -1.24975
H 4.06990 -2.52922 -0.95756
H 3.48755 -4.08090 -0.34836
H 4.38512 -4.01787 -1.87431
C 1.47601 -5.53373 -1.25738
H 1.52955 -5.38041 -0.17826
H 0.58604 -6.11742 -1.47507
H 2.35107 -6.10781 -1.56277
H -0.53066 -4.23328 -2.99883
H 0.26871 -1.83784 -3.90521
H 3.97998 -1.27057 -2.79009
H 2.75614 -0.62125 -3.90849
C 1.31056 0.77682 0.66042
H 1.34620 0.44998 1.70371
H 0.90946 -0.04966 0.05955
H 3.39625 1.29114 0.99093
H 2.56915 2.54977 -1.58293
H -0.95326 -0.20295 1.27892
H -3.19494 -0.19442 2.23818
H -5.58256 3.50649 1.99934
H -4.89861 3.63068 3.64388
H -7.27379 1.87660 2.83714
H -6.59794 1.99869 4.46214
H -7.37791 3.40698 3.72304

[6]
25
Properties=species:S:1:pos:R:3 method="wB97M-V/def2-TZVPD" largest_force_ha_per_bohr=0.1392 e_lumo_ev=-0.7 relative_energy_kcal_mol=69.6 smiles="COC[C@@H]1[C@H](N=C=S)CCOS1(=O)=O" homo_energy_ev=-9.87 charge=0
C 3.29555 -0.43419 0.11819
O 2.32704 -0.70609 -0.91691
C 1.36685 0.35691 -1.06128
C 0.27856 0.44113 0.11004
C -0.75293 -0.78756 0.17741
N -0.13522 -2.14184 -0.01671
C 0.00212 -2.67137 1.15765
S 0.21460 -3.08684 2.76021
C -2.04069 -0.56238 -0.78561
C -2.88074 0.63641 -0.07605
O -2.24165 1.87351 -0.49840
S -0.69007 2.02526 0.10477
O -0.75667 2.51515 1.52948
O -0.02310 3.10654 -0.72541
H 3.87196 0.53556 -0.05583
H 2.84451 -0.52015 1.16754
H 4.07815 -1.27905 0.05306
H 0.91866 0.28289 -2.11565
H 1.96975 1.34288 -1.06360
H 0.86478 0.43184 1.10295
H -1.19280 -0.78142 1.24579
H -2.67993 -1.50337 -0.83858
H -1.74569 -0.27895 -1.85067
H -3.94295 0.63189 -0.50926
H -2.96389 0.50785 1.05273